1.
Computed, not measured: a structure of composition C31H45Cl6PTi at a distorted geometry, with wB97M-V/def2-TZVPD.

The geometry in XYZ format:
```
84
Properties=species:S:1:pos:R:3:forces:R:3
Ti -3.641984 0.040195 0.548939 0.0 -0.6 0.2
Cl -4.601288 0.215029 2.537793 -0.8 0.3 1.3
P 0.435468 0.102118 -0.251244 0.7 -0.6 0.0
C 1.238158 -0.986546 1.071981 -1.3 -0.8 -0.5
H 2.073174 -1.519174 0.582077 -0.1 0.3 -0.4
H 0.436112 -1.730367 1.259688 0.5 0.3 0.0
C -1.229102 1.070092 -0.339723 0.0 -0.7 -0.1
C 0.236378 -1.185971 -1.587240 -0.1 0.0 0.2
C -1.076750 2.160434 -1.418432 0.1 0.0 -0.2
H -2.010708 0.311526 -0.693892 1.6 0.7 -0.2
C -2.356237 2.967339 -1.599015 -0.3 -0.1 -0.2
H -0.260373 2.840070 -1.139405 -0.3 -0.2 0.0
H -0.814997 1.720637 -2.392187 0.0 0.1 0.4
C -2.813597 3.624759 -0.300450 0.0 -0.2 0.1
H -2.191998 3.725239 -2.375918 0.0 0.0 0.1
H -3.146600 2.300342 -1.969152 0.2 0.2 0.1
C -2.909145 2.618601 0.864600 -0.6 -0.1 -0.5
H -2.116932 4.432759 -0.045073 0.0 -0.1 0.1
H -3.799279 4.080983 -0.462501 0.2 0.0 0.1
C -1.711363 1.654685 0.988954 -0.2 0.1 0.3
H -3.027590 3.148393 1.818878 0.0 -0.2 -0.2
H -3.881454 2.059227 0.736680 0.7 1.0 0.2
H -0.877550 2.200348 1.440516 -0.2 -0.2 0.2
H -1.976152 0.831497 1.710653 0.7 0.5 -0.2
C 1.891006 1.196475 -0.668266 -0.3 0.2 -0.2
C 1.576553 -1.819398 -2.015929 0.2 0.0 -0.1
H -0.351669 -1.948687 -1.045245 0.1 0.1 -0.1
C 1.382570 -2.987486 -2.997147 -0.2 0.0 0.1
H 2.217079 -1.055524 -2.484129 -0.2 -0.2 0.1
H 2.136332 -2.199184 -1.152645 -0.2 0.1 -0.2
C 0.467909 -2.649525 -4.179538 0.0 0.1 0.0
H 2.365688 -3.302937 -3.367880 -0.1 0.0 0.1
H 0.958239 -3.838535 -2.447250 0.0 0.1 0.0
C -0.829157 -1.956614 -3.750708 0.1 -0.1 0.2
H 1.007179 -1.995962 -4.878172 0.0 0.0 0.1
H 0.223408 -3.566823 -4.727046 0.1 0.1 0.0
C -0.583877 -0.765618 -2.818362 0.0 0.1 -0.2
H -1.380599 -1.606056 -4.631882 0.1 -0.1 0.1
H -1.475401 -2.675881 -3.229116 0.0 0.1 -0.1
H -0.043235 0.021739 -3.369484 -0.1 -0.2 0.1
H -1.563682 -0.350074 -2.545842 0.3 -0.1 0.0
C 1.995144 2.388747 0.297769 0.1 0.1 0.2
H 2.742704 0.520784 -0.463463 -0.3 0.1 0.1
C 3.347739 3.101371 0.142984 0.0 -0.2 -0.1
H 1.184984 3.108323 0.100204 0.2 -0.2 0.0
H 1.872790 2.067319 1.341527 0.0 0.0 -0.2
C 3.668002 3.489855 -1.307014 -0.2 0.1 0.0
H 3.352073 3.994641 0.778839 0.1 -0.2 -0.1
H 4.139851 2.435899 0.514288 -0.1 0.1 0.0
C 3.420621 2.351548 -2.304144 0.0 -0.2 0.1
H 3.055930 4.356543 -1.589409 0.0 -0.1 0.0
H 4.713645 3.811948 -1.375036 -0.1 0.0 0.0
C 2.050012 1.685494 -2.116996 -0.1 0.2 -0.2
H 3.498005 2.730263 -3.330174 0.1 -0.1 0.1
H 4.199857 1.588247 -2.178146 0.0 0.0 0.0
H 1.273039 2.423532 -2.354459 0.2 -0.2 0.0
H 1.932906 0.865400 -2.837720 0.1 0.2 0.2
C 0.578957 0.323275 3.105258 1.0 0.3 -2.1
C 1.691576 -0.442017 2.393206 -0.7 1.6 1.5
H 0.157161 1.176561 2.574378 0.4 -0.1 0.2
C 2.341219 -1.581462 3.254048 0.4 0.2 -0.4
H 2.495807 0.298659 2.216309 0.4 -0.4 -0.4
C 1.854716 -1.770356 4.703977 -0.1 -0.2 0.1
H 2.240054 -2.553823 2.747129 0.0 0.2 0.0
H 3.425382 -1.379526 3.266470 -0.3 -0.1 0.0
C 1.217692 -0.552478 5.358588 -0.4 0.3 -0.3
H 1.131503 -2.596458 4.725024 0.0 0.1 0.0
H 2.706730 -2.104932 5.310771 -0.1 -0.1 -0.1
C 0.112125 0.032073 4.443337 -0.2 -0.3 1.0
H 0.791934 -0.840865 6.327678 0.0 -0.1 0.0
H 1.976686 0.212742 5.561471 0.0 0.0 -0.2
H -0.723888 -0.689108 4.408303 -0.1 -0.2 0.6
H -0.288796 0.961151 4.873542 0.0 -0.3 0.2
Cl -1.064540 -2.882945 2.754085 0.0 -0.1 0.0
C -2.116865 -2.910946 1.371171 -0.9 0.2 -0.9
C -2.676544 -1.741406 0.838528 -0.1 -1.3 -0.2
C -3.728358 -1.838182 -0.084926 0.6 -1.1 0.3
Cl -4.784502 0.639111 -1.271249 -1.0 0.8 -1.3
C -4.213099 -3.049203 -0.588191 1.5 0.1 1.3
Cl -5.524201 -3.123517 -1.685928 -0.5 0.0 -0.4
C -3.597505 -4.223007 -0.122678 0.8 1.2 0.6
Cl -4.145627 -5.748203 -0.648136 -0.1 -0.7 -0.2
C -2.529113 -4.142323 0.838177 -0.8 0.7 -0.6
Cl -1.750340 -5.574854 1.332724 0.2 -0.8 0.2
```
Positions in Å, forces in eV/Å.

Properties
Kohn-Sham gap (spin up / spin down) = 3.8 / 3.8 eV
Spin multiplicity = 2
Energy relative to the best compared isomer or geometry (same formula, charge and spin) = 0.347 eV
Net charge = -1
Electronic energy = -140416.338 eV

Results of the Mulliken charge analysis, in e, for atoms 1 through 6: Ti -0.85; Cl -0.53; P -0.18; C -0.80; H 0.66; H -0.34

=====

2.
Computed, not measured: a structure of composition C31H45ClF5PSV at a distorted geometry, with wB97M-V/def2-TZVPD.

The geometry in XYZ format:
```
85
Properties=species:S:1:pos:R:3:forces:R:3
V -0.426175 1.619941 0.811788 2.6 -2.1 4.3
Cl 1.715671 1.985197 1.450318 1.2 0.2 0.2
P 0.820091 -0.626630 -0.172835 0.2 -0.3 0.0
C -0.892612 2.706079 2.594038 -1.0 1.0 -1.6
H -1.613481 2.257790 3.286120 0.4 0.1 -0.3
H -0.092836 3.272401 3.093987 -0.2 -0.4 -0.3
C -0.037663 -1.710853 -1.467727 0.5 0.3 0.4
C 1.328220 -1.702112 1.286098 0.1 0.1 -0.6
C -1.244758 -2.451386 -0.880487 -0.2 -0.1 0.0
H -0.419440 -0.949790 -2.173175 0.0 -0.2 0.1
C -2.070551 -3.126255 -1.990706 0.1 0.2 0.1
H -0.896786 -3.218997 -0.171652 -0.1 0.1 -0.2
H -1.884942 -1.765311 -0.304722 0.2 -0.2 -0.2
C -1.227441 -3.999577 -2.926406 0.1 0.0 0.1
H -2.860212 -3.730572 -1.530350 0.0 0.1 -0.1
H -2.567252 -2.343465 -2.580081 0.1 -0.1 0.1
C 0.049347 -3.301130 -3.410013 0.0 0.1 0.0
H -0.953369 -4.926572 -2.406213 0.0 0.1 0.0
H -1.828981 -4.293071 -3.793458 0.0 -0.1 0.1
C 0.849165 -2.675667 -2.260787 -0.1 -0.2 -0.1
H 0.687890 -4.008508 -3.954416 -0.1 0.1 0.0
H -0.223673 -2.503437 -4.115556 0.0 -0.1 0.1
H 1.222166 -3.471105 -1.598484 -0.1 0.2 -0.2
H 1.729773 -2.169943 -2.673306 -0.3 -0.2 0.1
C 2.472571 -0.139864 -0.967629 -0.4 0.0 0.5
C 1.725689 -3.145968 0.963665 0.3 -0.2 0.2
H 2.217513 -1.155371 1.651542 -0.2 -0.1 0.0
C 2.369935 -3.784885 2.201769 -0.1 0.0 0.0
H 0.835092 -3.724488 0.673928 0.2 0.1 0.1
H 2.429050 -3.208273 0.122348 -0.2 0.1 0.3
C 1.449139 -3.747842 3.427564 -0.1 0.0 -0.1
H 2.652482 -4.819237 1.971309 0.0 0.1 0.1
H 3.295294 -3.238737 2.434603 -0.1 -0.1 -0.1
C 0.845235 -2.360169 3.681527 0.1 0.1 -0.1
H 0.635375 -4.471357 3.287012 0.0 0.0 0.0
H 2.007308 -4.067639 4.314228 -0.1 -0.1 -0.1
C 0.286924 -1.704593 2.410704 -0.1 0.1 0.2
H 0.048314 -2.430889 4.432524 0.2 0.0 -0.1
H 1.620631 -1.703618 4.101874 -0.1 0.0 -0.1
H -0.609784 -2.251867 2.078409 0.1 0.1 0.0
H -0.050244 -0.683999 2.652362 0.2 -0.4 -0.1
C 2.286007 0.447074 -2.373708 0.0 -0.1 -0.1
H 2.767841 0.695259 -0.308840 -0.1 -0.2 -0.2
C 3.599269 1.050179 -2.891531 0.0 0.1 0.2
H 1.952802 -0.335373 -3.071202 0.1 0.2 0.1
H 1.492313 1.210928 -2.367308 0.3 -0.1 0.1
C 4.791999 0.091857 -2.786769 0.0 -0.2 0.0
H 3.466563 1.356641 -3.934491 0.1 0.1 0.1
H 3.821913 1.957650 -2.314960 -0.1 -0.1 0.0
C 4.919829 -0.565447 -1.404516 0.0 0.2 0.0
H 4.696623 -0.695163 -3.547883 0.0 0.0 0.1
H 5.717923 0.634327 -3.012953 -0.1 -0.1 -0.1
C 3.602100 -1.168851 -0.908204 0.2 -0.1 -0.3
H 5.688745 -1.348702 -1.429670 0.0 0.2 0.0
H 5.253427 0.188185 -0.676391 -0.1 -0.1 -0.1
H 3.355531 -2.046152 -1.523974 0.1 0.1 0.1
H 3.752868 -1.530218 0.117588 -0.1 0.1 -0.2
C -0.848337 1.862107 -0.940435 -1.5 1.3 -3.7
C -1.403726 3.274303 1.299191 -0.1 1.0 1.8
H -0.707957 0.963824 -1.583034 -0.3 0.5 0.3
C -0.850522 4.648237 0.953453 -0.8 0.3 0.1
H -2.489837 3.213749 1.139831 0.4 0.2 0.0
C -1.333399 5.168071 -0.410940 0.6 0.1 0.3
H -1.248844 5.324607 1.733214 0.3 0.1 -0.2
H 0.245695 4.673246 1.048814 -0.2 -0.1 -0.2
C -0.803392 4.331043 -1.574902 -0.5 0.2 0.0
H -2.434321 5.172064 -0.426189 0.2 -0.1 0.0
H -1.020828 6.216165 -0.534945 0.0 -0.1 0.0
C -1.528023 2.964918 -1.675985 0.3 0.0 -1.3
H -0.967911 4.893167 -2.509154 0.0 -0.2 0.1
H 0.286969 4.189496 -1.479562 -0.3 0.0 0.0
H -2.585119 3.044244 -1.353266 0.4 0.1 0.1
H -1.590820 2.712830 -2.750972 -0.1 0.1 0.1
F -6.416694 3.997273 3.228964 0.1 -0.3 -0.1
C -5.574587 3.039660 2.794761 0.2 -0.1 -0.1
C -4.826309 2.298792 3.713686 0.0 0.0 -0.1
F -4.964766 2.523242 5.037706 -0.1 -0.1 -0.5
C -3.901620 1.368637 3.252858 0.3 -0.2 -0.4
F -3.206748 0.628662 4.160016 -0.5 0.8 -0.6
C -3.645985 1.208138 1.875878 0.2 0.0 0.0
S -2.190383 0.338911 1.302203 -2.2 -1.6 0.3
C -4.513301 1.861215 0.977731 0.3 -0.3 0.1
F -4.422288 1.612352 -0.358523 0.0 0.4 1.0
C -5.441306 2.796056 1.425193 0.1 -0.1 0.0
F -6.174064 3.504563 0.539507 0.1 -0.3 0.4
```
Positions in Å, forces in eV/Å.

Properties
Kohn-Sham gap (spin up / spin down) = 6.4 / 5.9 eV
Spin multiplicity = 3
Net charge = -1
Electronic energy = -104798.688 eV

Results of the Mulliken charge analysis, in e, for atoms 1 through 6: V -0.96; Cl -0.57; P -0.07; C -0.66; H -0.02; H 0.41